No. 1
This record from the Open Molecules 2025 dataset describes a cluster of 2 separate species, C4H5N2O3S in total at a distorted geometry. The level of theory is ωB97M-V with the def2-TZVPD basis set.

Results
Relative energy (zero: lowest compared OMol25 entry of this formula, charge and spin) (kcal/mol): 74.5
E_HOMO (alpha / beta) (eV): -3.8 / -5.5
Charge: -1

XYZ file:
```
15
Properties=species:S:1:pos:R:3:forces:R:3:mulliken_charge:R:1
C 1.832116 1.876915 0.576682 -1.104 3.796 1.989 -0.328
C 2.075281 0.633501 0.124219 3.152 -0.015 0.760 -0.295
C -0.035485 0.967530 0.162130 -1.730 0.254 1.278 0.026
C 0.541423 -1.231325 -0.689380 2.112 -1.074 -2.210 -0.629
N 0.410904 2.087230 0.657704 1.156 -1.331 -1.261 -0.536
N 0.907044 0.009230 -0.029496 -2.390 -0.582 -1.337 0.172
O -3.846537 0.341456 0.978238 0.950 -0.651 -0.167 -0.543
O -3.389192 -0.636023 -1.225782 1.032 -0.147 1.629 -0.551
O -2.409799 -1.686450 0.828592 0.261 -0.735 0.303 -0.522
S -2.926732 -0.498914 0.190935 -1.467 1.902 -1.762 0.858
H 2.380895 2.808640 1.055556 -0.393 -2.636 -1.441 0.285
H 3.022115 0.117241 0.086509 -0.019 -0.056 -0.229 0.336
H 0.450591 -1.140922 -1.840365 -0.151 0.288 1.809 0.230
H 1.346854 -2.029488 -0.602396 -0.749 1.090 0.402 0.258
H -0.359475 -1.618618 -0.273143 -0.661 -0.100 0.239 0.240
```
Forces are in eV/Å.

=====

No. 2
This record from the Open Molecules 2025 dataset describes a structure of composition C33H32FN2O4TeZn at a distorted geometry. The level of theory is ωB97M-V with the def2-TZVPD basis set.

Results
Relative energy (zero: lowest compared OMol25 entry of this formula, charge and spin) (kcal/mol): 159.9
E_HOMO (alpha / beta) (eV): -4.9 / -1.1
Charge: -1

XYZ file:
```
74
Properties=species:S:1:pos:R:3:forces:R:3:mulliken_charge:R:1
Zn -1.500235 0.018859 -0.269182 -0.540 -0.887 0.935 -0.437
O -0.291512 -3.222124 2.438667 1.294 -0.874 -0.485 -0.738
C -1.287135 -2.912934 1.477383 2.460 0.592 -0.473 1.095
O -0.848489 -3.114899 -0.612604 0.102 -2.088 0.363 -0.565
C -2.466192 -2.090038 1.896941 -0.793 -0.968 1.250 -0.268
C -3.246006 -2.356979 3.040404 1.571 0.021 -1.264 -1.141
C -4.420483 -1.599956 3.283358 -0.188 1.470 -1.176 -0.691
C -4.724467 -0.573093 2.396427 1.022 -0.695 -0.012 -0.485
C -3.837807 -0.350213 1.297021 -2.835 1.737 0.292 0.317
N -2.764575 -1.132443 1.024573 0.887 0.032 -0.660 -0.059
C -4.076124 0.848918 0.430413 0.697 -1.887 1.949 0.434
O -5.127653 1.465390 0.453791 -0.429 0.710 -0.444 -0.760
O -3.000084 1.192181 -0.230971 0.513 0.877 -1.355 -0.335
H -2.855377 -3.022139 3.781183 0.072 -0.563 0.164 0.460
H -5.001921 -1.723278 4.160333 -0.422 -0.275 0.724 0.426
H -5.550228 0.121515 2.576763 0.294 -0.330 -0.297 0.387
C 0.697183 2.019676 1.782743 -0.883 -0.659 -0.569 -1.142
C 1.754341 0.890122 2.012245 -0.698 1.845 2.563 0.165
C 1.406948 0.145873 3.338800 -1.053 -0.563 -0.362 -1.326
C 2.217770 0.085903 0.867425 -0.158 -0.718 -1.918 1.035
C 3.596795 0.077885 0.626417 -0.078 -1.339 -1.612 -0.824
C 4.114566 -0.652103 -0.478267 0.974 0.675 0.523 -1.069
C 3.274638 -1.256279 -1.411284 0.781 0.631 -0.431 -0.400
C 1.899082 -1.084756 -1.333817 0.093 -0.208 1.757 0.847
C 1.069454 -1.406935 -2.546760 -1.713 0.883 -0.058 1.785
C 1.617806 -0.558659 -3.714578 -0.564 -0.463 0.172 -1.731
C 0.919167 -2.848037 -2.992006 1.433 -1.204 0.200 -1.784
C 1.349973 -0.607770 -0.082118 2.041 -0.515 -0.361 -0.172
N 0.069870 -1.023607 0.249484 -0.627 1.323 -0.416 0.349
C -0.150396 -2.380534 0.425639 -3.359 -0.373 1.826 0.309
C 0.845489 -3.143469 1.396511 -1.361 -0.394 0.830 0.597
C 1.447244 -4.452723 1.013950 -0.691 0.306 -0.306 -1.182
C 0.615716 -5.482141 0.641684 -0.797 0.053 0.273 -0.274
C -0.777281 -5.369687 0.481700 1.325 0.542 0.141 -1.249
C -1.510232 -4.086792 0.449630 0.252 2.407 -1.233 1.212
F -2.826780 -4.297520 0.152542 0.601 0.029 -0.223 -0.375
H 0.499541 2.533881 2.765060 0.341 -0.302 -1.121 0.510
H -0.301756 1.581702 1.463517 1.034 0.549 0.293 -0.020
H 1.041001 2.739501 0.995458 -0.358 -0.463 0.703 0.114
H 2.614084 1.491337 2.347239 0.141 -0.166 -0.446 0.402
H 0.863965 -0.807937 3.129855 0.391 0.656 0.327 0.200
H 0.748020 0.760481 4.007003 0.560 -0.454 -0.674 0.393
H 2.328439 -0.042967 3.885215 0.010 -0.342 0.063 0.323
H 4.327356 0.514420 1.296800 -0.311 0.306 0.114 0.396
H 5.230305 -0.594636 -0.638869 -1.322 -0.480 0.184 0.234
H 3.700992 -1.786314 -2.286751 -0.192 0.467 0.592 0.422
H 0.010904 -1.024498 -2.353814 1.329 -0.469 -0.071 -0.810
H 2.646570 -0.788259 -3.948053 0.318 -0.273 -0.125 0.400
H 1.594793 0.476770 -3.440336 -0.012 0.768 0.040 0.401
H 1.000861 -0.720198 -4.599829 0.040 0.100 -0.052 0.434
H 1.255607 -2.952059 -3.996768 -0.051 0.271 -1.341 0.628
H -0.076496 -3.259879 -2.947342 -0.146 -0.041 0.441 0.260
H 1.666200 -3.543885 -2.549292 -0.762 0.362 0.600 0.261
H 1.571125 -2.524914 1.867498 0.665 0.761 -0.008 0.667
H 2.528691 -4.567373 0.936560 -0.282 0.137 0.286 0.370
H 1.036846 -6.470521 0.500250 0.045 0.003 -0.185 0.421
H -1.281276 -6.244806 0.151240 -0.681 -0.427 -0.114 0.438
C 0.852695 2.967616 -2.235307 0.752 -1.298 -0.314 -0.625
Te -0.952549 1.788742 -2.694168 0.803 0.435 0.595 0.038
C -1.953745 3.491871 -1.897205 -1.657 -0.113 -1.372 -0.871
C -0.949161 4.537997 -1.568441 -0.302 -0.489 1.366 0.240
C -1.350886 5.676964 -0.892965 -1.747 0.453 1.077 -0.574
C -0.441462 6.584533 -0.422626 -0.055 1.134 0.523 -0.638
C 0.886000 6.431040 -0.769149 0.579 0.196 -0.039 -0.423
C 1.314717 5.268100 -1.385016 1.109 1.175 0.360 -0.630
C 0.406510 4.285067 -1.666711 -0.138 -1.074 -1.581 0.740
H 1.486481 3.030284 -3.151171 -0.594 0.232 0.578 0.535
H 1.458444 2.381182 -1.508550 -0.450 0.371 -0.313 0.170
H -2.670138 3.160013 -1.101753 0.842 0.368 -0.565 0.319
H -2.534888 3.836973 -2.795786 0.172 -0.150 1.011 0.427
H -2.405645 5.858677 -0.556122 0.910 -0.561 -0.767 0.332
H -0.788939 7.404837 0.242587 0.383 -0.493 -0.781 0.348
H 1.613485 7.208862 -0.593068 0.041 0.088 0.329 0.390
H 2.390261 5.200173 -1.613604 -0.631 -0.366 0.081 0.367
```
Forces are in eV/Å.

=====

Which formula does entry 2 have? C33H32FN2O4TeZn

=====

Among the records above, which one has the highest relative energy (zero: lowest compared OMol25 entry of this formula, charge and spin)? C33H32FN2O4TeZn

=====

Which formula does entry 2 have? C33H32FN2O4TeZn

=====

Repeat the first record exactly.
This record from the Open Molecules 2025 dataset describes a cluster of 2 separate species, C4H5N2O3S in total at a distorted geometry. The level of theory is ωB97M-V with the def2-TZVPD basis set.

Results
Relative energy (zero: lowest compared OMol25 entry of this formula, charge and spin) (kcal/mol): 74.5
E_HOMO (alpha / beta) (eV): -3.8 / -5.5
Charge: -1

XYZ file:
```
15
Properties=species:S:1:pos:R:3:forces:R:3:mulliken_charge:R:1
C 1.832116 1.876915 0.576682 -1.104 3.796 1.989 -0.328
C 2.075281 0.633501 0.124219 3.152 -0.015 0.760 -0.295
C -0.035485 0.967530 0.162130 -1.730 0.254 1.278 0.026
C 0.541423 -1.231325 -0.689380 2.112 -1.074 -2.210 -0.629
N 0.410904 2.087230 0.657704 1.156 -1.331 -1.261 -0.536
N 0.907044 0.009230 -0.029496 -2.390 -0.582 -1.337 0.172
O -3.846537 0.341456 0.978238 0.950 -0.651 -0.167 -0.543
O -3.389192 -0.636023 -1.225782 1.032 -0.147 1.629 -0.551
O -2.409799 -1.686450 0.828592 0.261 -0.735 0.303 -0.522
S -2.926732 -0.498914 0.190935 -1.467 1.902 -1.762 0.858
H 2.380895 2.808640 1.055556 -0.393 -2.636 -1.441 0.285
H 3.022115 0.117241 0.086509 -0.019 -0.056 -0.229 0.336
H 0.450591 -1.140922 -1.840365 -0.151 0.288 1.809 0.230
H 1.346854 -2.029488 -0.602396 -0.749 1.090 0.402 0.258
H -0.359475 -1.618618 -0.273143 -0.661 -0.100 0.239 0.240
```
Forces are in eV/Å.